{
  "formula": "C17H42N3O10V",
  "method": "ωB97M-V/def2-TZVPD",
  "fmax_ev_per_a": 5.580,
  "homo_energy_ev": -8.06,
  "total_energy_ev": -68931.633,
  "de_lowest_ev": 2.918,
  "gap_ev": 3.60,
  "species": ["O", "V", "O", "O", "C", "O", "O", "H", "C", "O", "C", "C", "N", "C", "C", "O", "C", "H", "H", "H", "H", "H", "H", "H", "H", "H", "H", "H", "H", "H", "H", "H", "C", "O", "C", "C", "N", "C", "C", "O", "C", "H", "H", "H", "H", "H", "H", "H", "H", "H", "H", "H", "H", "H", "H", "H", "C", "C", "C", "O", "C", "N", "H", "H", "H", "H", "H", "H", "H", "H", "H", "H", "H"],
  "coordinates": [[1.4902, -7.6916, 0.4648], [2.6853, -7.1025, 1.3359], [3.8370, -6.7060, 0.2951], [0.3107, -2.1717, 1.3821], [0.6252, -3.0880, 2.3292], [0.5349, -2.7221, 3.5388], [0.9176, -4.2369, 2.1269], [-0.0685, -1.6192, 2.0696], [5.2242, 5.2061, 1.7023], [3.8720, 5.2907, 1.1889], [2.8845, 4.8329, 2.1049], [2.6207, 3.2696, 2.1134], [3.6061, 2.5606, 2.9476], [3.6580, 1.1359, 2.5467], [4.4528, 0.6876, 1.3547], [5.6481, 0.1107, 1.7441], [6.5425, -0.3293, 0.7365], [5.9640, 5.4699, 0.9466], [5.3279, 4.1402, 1.9056], [5.3755, 5.8567, 2.5636], [1.8907, 5.1888, 1.8332], [3.0845, 5.2218, 3.1033], [2.6147, 2.9400, 1.0744], [1.5675, 3.1084, 2.3434], [3.1283, 2.4917, 3.8348], [2.6135, 0.8883, 2.3574], [3.9315, 0.6383, 3.4771], [4.4593, 1.5194, 0.6504], [3.9704, -0.1395, 0.8338], [6.0704, -0.6204, -0.2018], [7.1324, -1.1598, 1.1244], [7.3381, 0.3172, 0.3662], [-3.1699, -5.0787, -0.0931], [-3.8747, -5.2367, -1.3051], [-3.2153, -4.4835, -2.3711], [-3.1385, -2.9405, -2.1072], [-2.7517, -2.3270, -3.4542], [-1.3231, -2.0986, -3.7480], [-1.0392, -1.5038, -5.1579], [-1.6920, -0.2677, -5.1173], [-1.0360, 0.8510, -5.7431], [-2.1560, -5.4718, -0.1680], [-3.6895, -5.6534, 0.6736], [-3.1548, -4.0719, 0.3245], [-3.7481, -4.8022, -3.2670], [-2.2050, -4.8163, -2.6091], [-2.5994, -2.6486, -1.2060], [-4.0901, -2.4825, -1.8376], [-3.1420, -1.4180, -3.6577], [-0.8104, -3.0529, -3.8691], [-0.7845, -1.4819, -3.0285], [-1.4971, -1.8934, -6.0671], [0.0090, -1.2872, -5.3641], [-0.7766, 0.6210, -6.7765], [-0.1246, 1.1186, -5.2085], [-1.6553, 1.7466, -5.6935], [-5.1696, 3.0816, 2.1954], [-4.2222, 2.2449, 1.3583], [-3.0203, 1.8600, 2.1516], [-2.0677, 1.1959, 1.3029], [-1.6917, 1.6941, -0.0038], [-4.9478, 1.1309, 0.7950], [-6.2012, 3.0336, 1.8469], [-4.8456, 4.1224, 2.1937], [-5.2975, 2.7364, 3.2213], [-4.0154, 2.8906, 0.5048], [-3.4288, 1.1743, 2.8940], [-2.6074, 2.7278, 2.6658], [-1.3028, 2.6942, 0.1878], [-2.5153, 1.7853, -0.7120], [-0.8490, 1.0989, -0.3556], [-4.1865, 0.5210, 0.5332], [-5.2760, 1.4000, -0.1215]],
  "forces_ev_per_angstrom": [[2.1, 0.7, 1.6], [-0.8, 1.3, -3.7], [-1.9, -0.9, 2.1], [0.1, -0.8, 0.1], [-0.3, 1.7, 3.3], [-0.3, 1.0, -0.8], [1.7, -4.7, -2.4], [-0.5, 1.7, -0.4], [-1.0, -1.0, -0.4], [0.0, 0.4, 0.1], [-0.5, -1.4, -0.3], [1.1, 1.9, -0.4], [-0.5, -0.2, -1.1], [-1.2, 0.0, 1.2], [-0.8, -0.3, -0.5], [2.4, 0.4, 0.3], [0.3, -0.4, -0.3], [-0.5, 0.2, -0.3], [0.7, 0.2, 0.7], [-0.1, -0.2, 0.2], [0.3, 0.8, -0.5], [0.1, -0.2, 0.3], [0.7, 0.0, -0.2], [-0.2, -0.1, 0.8], [0.4, 0.3, 0.5], [-0.2, -0.7, -0.1], [0.3, -0.6, -0.4], [0.8, 0.3, -0.2], [-0.9, 0.2, -0.1], [-0.6, -0.4, 0.1], [-0.5, -0.3, 0.2], [-0.2, 1.2, 0.5], [-0.4, -0.6, 0.7], [1.3, 1.1, -0.7], [-0.8, 0.1, 0.8], [-0.7, 0.3, -2.1], [1.1, 0.2, 0.5], [0.6, -1.7, -1.5], [-1.0, 1.4, 0.4], [-0.7, 3.2, 0.0], [-0.1, -0.8, 0.5], [0.2, 0.1, 0.0], [-0.1, -0.3, -0.1], [0.1, 0.3, -0.4], [-0.4, 0.8, 0.0], [0.4, -0.3, 0.7], [1.1, -0.2, -0.4], [-0.6, -0.5, -0.5], [-0.8, 0.0, 0.6], [0.1, -0.4, 0.8], [0.0, 0.1, 0.2], [0.3, -1.6, 0.3], [0.4, -0.7, 0.4], [-0.1, 0.0, -0.2], [0.3, -0.2, 0.1], [-0.4, -0.4, -0.1], [-0.6, 0.4, 0.6], [-1.8, 2.1, -0.4], [0.0, -0.1, -1.7], [0.2, -1.1, 0.2], [-0.1, 1.1, 1.9], [0.7, -1.3, -0.1], [0.1, 0.1, -0.6], [-0.1, 0.1, 0.2], [0.5, -0.1, 0.2], [0.9, 0.4, 0.1], [0.7, -0.5, 0.1], [0.2, 0.1, -0.1], [0.1, 0.4, -0.4], [0.0, -0.4, -0.1], [-0.4, -0.3, 0.0], [0.0, -1.0, 0.0], [-0.5, 0.2, 0.0]]
}

=====

{
  "formula": "C6H5BrK",
  "method": "ωB97M-V/def2-TZVPD",
  "fmax_ev_per_a": 0.574,
  "homo_energy_ev": -11.62,
  "charge": 1,
  "total_energy_ev": -92665.028,
  "gap_ev": 6.99,
  "species": ["Br", "C", "C", "C", "C", "C", "C", "H", "H", "H", "H", "H", "K"],
  "coordinates": [[-0.2314, 2.2497, -1.7957], [-0.1808, 2.0480, 2.8626], [-0.1654, 3.2836, 2.2154], [-0.2114, 0.8729, 2.1115], [-0.1804, 3.3529, 0.8220], [-0.2267, 0.9243, 0.7173], [-0.2109, 2.1681, 0.0882], [-0.1689, 2.0005, 3.9595], [-0.1413, 4.2125, 2.8003], [-0.2237, -0.1032, 2.6143], [-0.1684, 4.3211, 0.3042], [-0.2508, 0.0044, 0.1182], [5.1032, 2.0210, 1.2248]],
  "forces_ev_per_angstrom": [[0.0, 0.0, -0.1], [0.1, 0.0, 0.2], [0.1, 0.2, 0.1], [0.1, -0.2, 0.1], [0.0, 0.1, -0.1], [0.0, -0.1, -0.1], [0.0, 0.0, 0.4], [0.0, 0.0, -0.5], [-0.1, -0.5, -0.3], [0.0, 0.5, -0.2], [0.0, -0.5, 0.3], [0.0, 0.5, 0.3], [-0.1, 0.0, 0.0]]
}

=====

{
  "formula": "C4H9O2",
  "method": "ωB97M-V/def2-TZVPD",
  "fmax_ev_per_a": 6.166,
  "homo_energy_ev": -2.64,
  "charge": -1,
  "total_energy_ev": -8383.942,
  "de_lowest_ev": 6.550,
  "gap_ev": 6.54,
  "species": ["C", "O", "C", "C", "C", "O", "H", "H", "H", "H", "H", "H", "H", "H", "H"],
  "coordinates": [[1.7907, 0.4777, -0.0525], [2.9973, 0.3345, 0.4662], [0.2990, 0.2997, 0.4234], [-0.7436, 0.7011, -0.6079], [-2.0439, 0.0074, -0.3770], [-2.5594, 0.3438, 0.8187], [1.2399, -2.0489, 1.4093], [1.9787, -2.0249, 1.2961], [1.8213, 1.1529, -0.9706], [-0.0452, 0.3549, 1.4292], [1.1298, -0.5524, 0.0401], [-0.9082, 1.8017, -0.6697], [-0.3666, 0.1747, -1.5532], [-1.8629, -1.0857, -0.3872], [-2.7270, 0.0635, -1.2649]],
  "forces_ev_per_angstrom": [[2.8, 5.1, 2.0], [-4.5, -0.4, -1.0], [3.6, 1.8, -2.1], [1.6, -1.4, -2.0], [-1.4, -0.9, 1.6], [-0.4, 0.5, 0.1], [0.2, -0.2, 0.0], [-0.1, -0.1, 0.1], [-0.5, -1.7, 0.1], [0.4, -1.0, 1.0], [-2.7, -2.6, 0.1], [0.4, -0.7, 0.0], [-0.2, 1.5, 0.4], [0.6, -0.6, -0.3], [0.1, 0.8, -0.1]]
}

=====

{
  "formula": "C5H8N2",
  "method": "ωB97M-V/def2-TZVPD",
  "fmax_ev_per_a": 0.440,
  "homo_energy_ev": -6.58,
  "total_energy_ev": -8290.647,
  "de_lowest_ev": 4.349,
  "gap_ev": 7.29,
  "species": ["C", "N", "C", "C", "C", "N", "C", "H", "H", "H", "H", "H", "H", "H", "H"],
  "coordinates": [[-0.4817, 2.3239, -0.0868], [0.1729, 1.0402, 0.3822], [1.3398, 0.5264, 0.0716], [1.2717, -0.8665, -0.1501], [-0.0783, -1.1986, -0.0611], [-0.6362, -2.4214, -0.1649], [-0.8333, 0.0201, 0.2285], [-1.3332, 0.9457, -0.5231], [-0.7334, 2.9157, 0.8029], [0.2539, 2.8843, -0.6778], [2.1982, 1.1739, -0.0811], [2.0992, -1.5220, -0.3878], [-0.0713, -3.2440, -0.2921], [-1.6348, -2.5367, -0.1273], [-1.5333, -0.0410, 1.0668]],
  "forces_ev_per_angstrom": [[0.3, 0.3, 0.1], [0.1, -0.2, -0.1], [-0.1, 0.1, 0.0], [-0.1, 0.0, 0.0], [0.0, 0.1, 0.0], [0.0, -0.1, 0.0], [0.0, -0.1, 0.1], [0.0, -0.2, 0.0], [0.0, -0.1, -0.1], [-0.1, -0.1, 0.1], [-0.1, -0.1, 0.0], [-0.1, 0.1, 0.1], [-0.1, 0.1, 0.0], [0.2, 0.0, 0.0], [0.1, 0.0, -0.1]]
}